No. 1
Below is C42H34BrI2N4O5TeTl as an isolated structure at a distorted geometry, with properties calculated with wB97M-V/def2-TZVPD.

Positions of all 90 atoms, in Å:
Tl 0.125 0.555 -1.191
C 5.278 1.652 -0.128
C 5.131 1.229 -1.568
N 6.205 0.722 -2.196
C 6.030 0.174 -3.416
C 4.806 0.147 -4.101
C 4.756 -0.556 -5.413
O 4.417 0.338 -6.384
C 3.662 0.810 -3.532
C 2.498 0.954 -4.343
N 1.424 1.526 -3.829
C 0.253 1.674 -4.472
C -0.414 0.565 -5.207
C -1.636 0.731 -5.818
C -2.267 1.944 -5.735
C -1.770 2.964 -4.848
C -0.499 2.902 -4.340
I 0.333 4.435 -3.230
C 3.728 1.150 -2.115
O 2.743 1.456 -1.414
H 4.360 2.173 0.210
H 6.263 2.138 0.027
H 5.325 0.673 0.413
H 6.877 -0.263 -3.820
H 3.905 -1.288 -5.305
H 5.710 -1.097 -5.582
H 5.023 0.273 -7.154
H 2.652 0.835 -5.460
H 0.101 -0.408 -5.337
H -2.136 -0.098 -6.357
H -3.330 2.050 -6.043
H -2.421 3.847 -4.696
O -0.405 -3.185 1.874
C -1.520 -3.732 2.127
C -1.592 -5.118 2.497
C -2.848 -5.640 2.773
C -3.986 -4.841 2.868
C -3.929 -3.518 2.360
C -2.712 -2.980 2.028
C -2.584 -1.608 1.564
O -1.430 -1.168 1.158
N -3.761 -0.889 1.469
N -3.526 0.304 1.153
C -4.080 1.371 0.801
C -3.487 2.753 0.966
C -4.040 3.559 1.912
C -3.461 4.780 2.262
C -2.434 5.292 1.518
C -1.893 4.554 0.476
C -2.386 3.180 0.197
O -1.776 2.526 -0.726
H -0.721 -2.098 1.458
H -0.744 -5.739 2.598
H -2.832 -6.683 2.861
H -4.970 -5.220 3.066
H -4.862 -2.961 2.065
H -5.041 1.307 0.279
H -4.907 3.211 2.486
H -3.777 5.258 3.178
H -1.884 6.225 1.746
H -1.052 4.932 -0.139
Br 2.725 -5.470 -2.642
C 1.047 -4.764 -3.116
C 0.122 -5.662 -3.614
C -1.093 -5.168 -4.197
C -1.364 -3.845 -4.223
C -0.473 -2.949 -3.619
C 0.713 -3.375 -3.099
I 1.850 -2.077 -1.961
H 0.353 -6.722 -3.669
H -1.751 -5.848 -4.721
H -2.290 -3.457 -4.680
H -0.737 -1.851 -3.772
C 1.978 2.766 6.402
Te 1.606 2.963 4.275
C 0.163 1.321 4.739
C -0.040 1.245 6.214
C -0.941 0.401 6.795
C -1.000 0.158 8.159
C -0.102 0.794 8.955
C 0.861 1.681 8.435
C 0.885 1.924 7.044
H 1.976 3.730 6.931
H 2.932 2.178 6.493
H 0.466 0.331 4.306
H -0.768 1.657 4.240
H -1.633 -0.130 6.129
H -1.579 -0.634 8.624
H -0.032 0.632 10.023
H 1.634 2.092 9.056

Its molar mass is 1340.452 g/mol. As for the charge: -2. Its relative energy (zero: lowest compared OMol25 entry of this formula, charge and spin) is 139.27 kJ/mol. The gap between HOMO and LUMO comes out at 4.6434 eV.

=====

No. 2
Below is a 3-piece molecular cluster, C12H30BFNO8 overall at a distorted geometry, with properties calculated with wB97M-V/def2-TZVPD.

Positions of all 53 atoms, in Å:
O -5.951 4.515 2.740
B -5.884 5.664 3.624
O -7.104 6.286 4.163
N -4.590 6.270 4.004
F -4.554 7.515 3.210
H -5.823 4.874 1.853
H -7.338 6.926 3.470
C -2.853 1.785 3.592
O -2.939 0.731 2.641
C -4.203 0.626 2.010
C -4.091 0.563 0.487
O -3.572 1.720 -0.160
C -2.217 2.079 0.075
C -1.156 1.097 -0.400
O -1.174 -0.122 0.333
C -1.165 -1.288 -0.466
H -3.124 1.418 4.584
H -1.816 2.130 3.615
H -3.475 2.643 3.320
H -4.869 1.450 2.291
H -4.661 -0.309 2.357
H -5.107 0.441 0.098
H -3.552 -0.328 0.164
H -2.072 2.347 1.121
H -2.068 3.009 -0.485
H -0.166 1.545 -0.244
H -1.284 0.915 -1.470
H -1.691 -1.143 -1.415
H -1.680 -2.076 0.086
H -0.132 -1.602 -0.649
C 4.665 -3.482 -4.637
O 4.673 -3.718 -3.240
C 5.938 -3.534 -2.626
C 5.866 -2.625 -1.399
O 5.491 -1.272 -1.630
C 4.172 -1.003 -2.092
C 3.031 -1.367 -1.153
O 2.907 -2.773 -0.977
C 2.805 -3.188 0.374
H 4.867 -4.410 -5.176
H 3.668 -3.127 -4.909
H 5.379 -2.707 -4.930
H 6.678 -3.134 -3.329
H 6.285 -4.521 -2.299
H 6.875 -2.581 -0.977
H 5.248 -3.062 -0.616
H 4.023 -1.430 -3.083
H 4.136 0.083 -2.235
H 2.087 -1.020 -1.591
H 3.172 -0.859 -0.196
H 3.369 -2.539 1.049
H 3.222 -4.193 0.447
H 1.754 -3.220 0.674

Its molar mass is 346.181 g/mol. As for the charge: -1. The gap between HOMO and LUMO comes out at 3.9278 eV.

=====

No. 3
Below is C6H9N as an isolated structure, with properties calculated with wB97M-V/def2-TZVPD.

Positions of all 16 atoms, in Å:
C 1.863 -0.116 -0.223
N 0.667 0.267 -0.064
C -0.246 0.729 1.069
C -0.956 1.555 -0.034
C -0.593 0.304 -0.874
C -1.370 -0.878 -0.187
C -1.103 -0.523 1.106
H 2.177 -0.479 -1.197
H 2.550 -0.111 0.618
H 0.836 -2.849 -1.126
H 0.255 1.174 1.932
H -0.431 2.474 -0.326
H -2.022 1.715 0.125
H -0.445 0.328 -1.956
H 0.187 -2.552 -0.885
H -1.372 -1.039 2.023

Its molar mass is 95.145 g/mol. Its relative energy (zero: lowest compared OMol25 entry of this formula, charge and spin) is 668.11 kJ/mol. The gap between HOMO and LUMO comes out at 7.1589 eV.

=====

No. 4
Below is C10H27BaO9P2S2Si as an isolated structure at a distorted geometry, with properties calculated with wB97M-V/def2-TZVPD.

Positions of all 52 atoms, in Å:
C 1.625 2.242 0.658
C 1.581 0.873 0.011
O 1.171 0.923 -1.314
P 1.197 -0.707 -1.934
P 1.140 -2.901 -2.875
O 2.763 -3.010 -3.042
O 0.882 -3.761 -1.485
S 1.995 0.110 -3.910
C 1.774 1.884 -4.061
O 1.273 -0.523 -4.996
O 3.432 -0.070 -3.854
S -1.057 -0.434 -2.400
C -1.417 1.030 -3.339
O -1.771 -0.288 -1.132
O -1.461 -1.549 -3.226
O 0.771 -1.266 -0.321
C 0.654 -0.213 0.585
C 1.020 -0.703 1.977
C 0.446 0.170 3.075
O -0.669 -0.303 3.752
Si -2.260 -0.151 3.005
C -2.449 1.480 2.125
C -2.591 -1.628 1.940
C -3.406 -0.169 4.467
H 0.656 2.746 0.664
H 2.039 2.186 1.672
H 2.308 2.871 0.087
H 2.603 0.453 0.091
H 2.595 -0.898 -1.635
H 3.271 -2.950 -2.220
H 1.696 -4.137 -1.135
H 1.687 2.067 -5.133
H 2.667 2.369 -3.678
H 0.879 2.231 -3.557
H -0.870 0.998 -4.278
H -1.212 1.921 -2.750
H -2.486 0.960 -3.549
H -0.389 0.137 0.504
H 0.772 -1.752 2.150
H 2.131 -0.630 2.021
H 1.235 0.133 3.882
H 0.385 1.224 2.770
H -2.847 2.252 2.785
H -3.199 1.292 1.351
H -1.580 1.877 1.600
H -3.432 -2.172 2.375
H -2.853 -1.330 0.925
H -1.737 -2.304 1.873
H -3.275 -1.089 5.042
H -3.230 0.664 5.150
H -4.440 -0.142 4.122
Ba 1.986 -0.012 5.164

Its molar mass is 582.813 g/mol. As for the charge: +1. The gap between HOMO and LUMO comes out at 1.8943 eV.

=====

No. 5
Below is a single C11H14ClNS molecule at a distorted geometry, with properties calculated with wB97M-V/def2-TZVPD.

Positions of all 28 atoms, in Å:
Cl -1.322 1.978 3.226
N -0.751 1.048 1.653
C -0.254 -0.297 1.697
C -1.128 -1.317 2.225
C -2.203 -1.707 1.555
C -2.664 -1.073 0.327
C -1.832 -0.588 -0.597
C -0.382 -0.700 -0.363
S 0.298 -2.362 -0.465
C 1.762 -1.692 -1.227
C 1.889 -0.210 -0.932
C 0.409 0.367 -1.087
C 0.107 1.729 -0.476
C 0.149 1.956 1.036
H 0.799 -0.385 1.885
H -0.862 -1.918 3.063
H -2.763 -2.471 2.139
H -3.639 -0.834 0.298
H -2.344 -0.356 -1.476
H 1.762 -1.671 -2.339
H 2.649 -2.144 -0.797
H 2.076 -0.086 0.164
H 2.642 0.195 -1.531
H -0.024 0.451 -2.133
H -1.012 1.854 -0.774
H 0.690 2.604 -0.953
H 1.180 1.804 1.365
H -0.031 2.950 1.465

Its molar mass is 227.760 g/mol. As for the SMILES: ClN1\C=C/C=C\C=C2/SCC[C@@H]2CC1. Its relative energy (zero: lowest compared OMol25 entry of this formula, charge and spin) is 413.35 kJ/mol. The gap between HOMO and LUMO comes out at 7.8748 eV.

=====

No. 6
Below is a 9-piece molecular cluster, ClH16O8 overall, with properties calculated with wB97M-V/def2-TZVPD.

Positions of all 25 atoms, in Å:
Cl 12.937 -6.659 2.079
O 9.731 -7.581 0.721
H 10.030 -6.992 0.029
H 10.525 -7.804 1.207
O 14.584 -7.187 -1.179
H 14.964 -8.057 -1.058
H 14.390 -6.885 -0.291
O 16.016 -7.394 2.361
H 15.248 -7.272 1.802
H 16.118 -6.557 2.814
O 12.073 -3.734 3.030
H 12.315 -4.660 3.015
H 12.713 -3.328 3.614
O 11.315 -5.271 -0.540
H 11.804 -5.673 0.178
H 11.733 -5.608 -1.333
O 10.901 -9.158 3.596
H 10.106 -8.975 4.097
H 11.500 -8.448 3.829
O 14.202 -8.644 4.314
H 14.360 -9.446 3.816
H 14.081 -7.968 3.648
O 15.276 -4.472 1.708
H 15.447 -4.197 2.608
H 14.542 -5.081 1.778

Its molar mass is 179.573 g/mol. As for the charge: -1. Its relative energy (zero: lowest compared OMol25 entry of this formula, charge and spin) is 49.30 kJ/mol. The gap between HOMO and LUMO comes out at 10.0108 eV.

=====

No. 7
Below is a single C3H8N2O molecule at a distorted geometry, with properties calculated with wB97M-V/def2-TZVPD.

Positions of all 14 atoms, in Å:
C 0.590 1.785 0.988
C -0.556 1.276 0.029
N -0.527 -0.138 -0.179
N -0.657 -0.944 0.951
C 0.292 -0.637 -1.109
O 0.876 -1.770 -1.151
H 0.519 0.992 1.800
H 0.119 2.761 1.460
H 1.596 1.686 0.519
H -1.531 1.640 0.402
H -0.254 1.591 -0.966
H -1.609 -0.926 1.283
H -0.085 -0.685 1.746
H 0.566 0.133 -1.888

Its molar mass is 88.110 g/mol. As for the SMILES: CCN(N)C=O. Its relative energy (zero: lowest compared OMol25 entry of this formula, charge and spin) is 272.27 kJ/mol. The gap between HOMO and LUMO comes out at 10.3200 eV.

=====

No. 8
Below is a single C5H6O molecule, with properties calculated with wB97M-V/def2-TZVPD.

Positions of all 12 atoms, in Å:
C -1.744 -0.445 -1.106
C -0.622 -0.849 -0.937
C 0.774 -0.828 -0.478
C 0.757 0.006 0.818
C -0.170 1.203 0.645
O -0.057 1.993 -0.260
H -2.710 -0.018 -1.249
H 1.383 -0.331 -1.241
H 1.203 -1.821 -0.305
H 0.411 -0.610 1.655
H 1.755 0.388 1.060
H -0.980 1.312 1.397

Its molar mass is 82.102 g/mol. As for the SMILES: C#CCCC=O. Its relative energy (zero: lowest compared OMol25 entry of this formula, charge and spin) is 213.01 kJ/mol. The gap between HOMO and LUMO comes out at 10.8094 eV.

=====

No. 9
Below is a single C28H33N3O5S2 molecule at a distorted geometry, with properties calculated with wB97M-V/def2-TZVPD.

Positions of all 71 atoms, in Å:
C -7.093 -3.872 1.246
C -7.270 -3.153 -0.089
N -6.797 -1.778 -0.014
C -7.547 -0.851 -0.842
C -7.437 -1.050 -2.359
C -5.358 -1.685 -0.152
C -4.826 -0.346 0.350
O -3.436 -0.502 0.620
C -2.808 0.565 1.128
O -3.370 1.619 1.335
C -1.377 0.318 1.388
C -0.619 1.327 1.981
C 0.721 1.136 2.224
C 1.337 -0.071 1.883
N 2.695 -0.202 2.159
C 3.554 -1.195 1.781
O 3.217 -2.199 1.194
C 4.995 -0.929 2.196
C 5.985 -1.523 1.193
C 6.044 -0.734 -0.117
N 4.791 -0.809 -0.844
C 4.522 -1.972 -1.529
O 5.279 -2.890 -1.668
S 2.901 -1.856 -2.207
C 2.638 -0.236 -1.510
C 1.379 0.259 -1.690
C 0.646 1.432 -1.331
C -0.745 1.379 -1.539
C -1.577 2.415 -1.191
C -1.048 3.572 -0.612
O -1.767 4.626 -0.192
C -3.178 4.532 -0.187
C 0.342 3.666 -0.461
C 1.166 2.627 -0.809
C 3.830 0.164 -0.820
S 4.125 1.598 -0.054
C 0.581 -1.082 1.289
C -0.762 -0.884 1.046
H -7.558 -4.853 1.201
H -7.562 -3.294 2.038
H -6.043 -4.004 1.492
H -8.336 -3.128 -0.326
H -6.761 -3.721 -0.884
H -8.596 -0.941 -0.547
H -7.222 0.160 -0.586
H -8.083 -0.339 -2.866
H -7.744 -2.055 -2.639
H -6.418 -0.889 -2.703
H -4.911 -2.458 0.476
H -5.011 -1.856 -1.185
H -5.346 -0.057 1.270
H -4.954 0.457 -0.384
H -1.101 2.256 2.243
H 1.307 1.923 2.676
H 3.106 0.615 2.591
H 5.138 -1.412 3.166
H 5.173 0.141 2.314
H 5.695 -2.552 0.973
H 6.985 -1.529 1.626
H 6.259 0.321 0.070
H 6.818 -1.161 -0.760
H 0.755 -0.451 -2.226
H -1.177 0.489 -1.973
H -2.638 2.324 -1.360
H -3.576 4.483 -1.205
H -3.529 5.445 0.291
H -3.510 3.664 0.389
H 0.748 4.578 -0.053
H 2.228 2.739 -0.685
H 1.052 -2.012 1.022
H -1.345 -1.666 0.586

Its molar mass is 555.722 g/mol. As for the SMILES: CCN(CC)CCOC(=O)c1ccc(NC(=O)CCCN2C(=O)S/C(=C/c3ccc(OC)cc3)C2=S)cc1. Its relative energy (zero: lowest compared OMol25 entry of this formula, charge and spin) is 1.74 kJ/mol. The gap between HOMO and LUMO comes out at 6.8775 eV.

=====

No. 10
Below is a 3-piece molecular cluster, C22H29F21N3O5P2S overall at a distorted geometry, with properties calculated with wB97M-V/def2-TZVPD.

Positions of all 83 atoms, in Å:
C -2.270 -1.140 -0.804
C -0.856 -1.274 -0.063
F 0.093 -1.713 -1.079
P -0.332 0.453 0.582
O -0.289 0.023 2.289
C 1.024 0.477 2.756
C 1.183 1.988 3.238
C 0.027 2.508 4.208
C -1.362 2.849 3.487
C -1.459 4.315 2.818
S 0.115 5.293 2.803
C 0.763 5.194 1.056
N 0.166 4.358 0.063
N 0.881 4.480 -1.095
C 1.919 5.419 -0.805
O 1.877 5.913 0.521
C 2.042 -0.149 1.681
P 2.469 -2.008 1.774
N 1.469 -2.881 2.675
C 3.471 0.522 1.421
F 4.317 0.263 2.573
F 3.447 1.918 1.178
C 4.268 -0.130 0.154
F 4.729 0.958 -0.677
F 5.467 -0.802 0.566
O 1.391 0.090 0.392
H -3.069 -0.619 -0.160
H -2.091 -0.562 -1.785
H -2.712 -2.154 -1.092
H -0.877 -1.975 0.848
H -1.707 0.934 0.743
H -0.258 0.832 -0.829
H -0.010 1.856 0.794
H 1.143 -0.170 3.707
H 1.343 2.656 2.318
H 2.166 2.041 3.845
H 0.398 3.363 4.889
H -0.194 1.638 4.937
H -2.168 2.821 4.317
H -1.693 2.079 2.713
H -1.842 4.167 1.741
H -2.280 4.918 3.348
H 2.680 5.703 -1.596
H 3.802 -2.219 2.302
H 2.479 -2.475 0.406
H 0.768 -2.245 3.081
H 3.603 -0.758 -0.518
C 3.063 -6.580 -0.210
C 1.687 -5.957 -0.532
C 0.705 -5.881 0.639
F 0.387 -7.100 1.124
F -0.462 -5.315 0.243
F 1.143 -6.610 -1.589
F 1.925 -4.683 -0.963
O 3.250 -7.962 -0.551
C 2.821 -8.928 0.384
C 1.696 -9.816 -0.162
F 0.612 -9.091 -0.507
F 1.289 -10.708 0.775
F 2.501 -8.328 1.543
F 3.906 -9.696 0.649
H 3.784 -6.054 -0.843
H 3.387 -6.366 0.811
H 1.108 -5.272 1.455
H 2.028 -10.367 -1.046
C -4.600 4.360 -2.468
C -3.755 3.079 -2.635
C -2.249 3.287 -2.797
F -1.942 4.000 -3.901
F -1.620 2.096 -2.930
F -4.261 2.349 -3.660
F -3.948 2.330 -1.511
O -5.258 4.867 -3.639
C -4.513 5.713 -4.489
C -4.314 5.115 -5.887
F -3.662 3.936 -5.834
F -3.568 5.941 -6.662
F -3.358 6.054 -3.893
F -5.231 6.859 -4.593
H -5.425 4.088 -1.802
H -4.062 5.146 -1.932
H -1.822 3.792 -1.925
H -5.274 4.948 -6.381

Its molar mass is 908.463 g/mol. As for the charge: -1. The gap between HOMO and LUMO comes out at 6.7725 eV.

=====

No. 11
Below is a single C5H11NO molecule, with properties calculated with wB97M-V/def2-TZVPD.

Positions of all 18 atoms, in Å:
C 1.996 0.057 -1.466
C 1.183 -0.583 -0.365
C 1.215 -0.165 1.053
N 0.103 0.218 0.200
C -1.154 -0.462 0.537
C -2.288 0.407 0.027
O -2.228 1.656 0.677
H 1.440 -0.020 -2.405
H 2.964 -0.442 -1.589
H 2.171 1.117 -1.259
H 0.950 -1.639 -0.512
H 1.863 0.646 1.381
H 0.976 -0.921 1.786
H -1.213 -1.469 0.098
H -1.198 -0.537 1.623
H -2.190 0.514 -1.064
H -3.255 -0.069 0.235
H -1.334 1.692 1.044

Its molar mass is 101.149 g/mol. As for the SMILES: C[C@H]1CN1CCO. Its relative energy (zero: lowest compared OMol25 entry of this formula, charge and spin) is 212.95 kJ/mol. The gap between HOMO and LUMO comes out at 10.5469 eV.

=====

No. 12
Below is a single C2H5ClN2 molecule at a distorted geometry, with properties calculated with wB97M-V/def2-TZVPD.

Positions of all 10 atoms, in Å:
H 0.522 2.758 0.281
N 0.192 1.972 -0.284
N -0.191 1.073 0.517
C -0.513 -0.089 -0.275
C 0.527 -1.139 0.164
Cl -2.226 -0.566 -0.008
H -0.529 0.235 -1.334
H 1.378 -0.611 0.273
H 0.696 -2.066 -0.503
H 0.144 -1.567 1.169

Its molar mass is 92.529 g/mol. As for the SMILES: [H]/N=N/[C@@H](C)Cl. Its relative energy (zero: lowest compared OMol25 entry of this formula, charge and spin) is 160.17 kJ/mol. The gap between HOMO and LUMO comes out at 10.3802 eV.

=====

| no. | electronic energy (a.u.) |
| --- | --- |
| 1 | -5825.88706 |
| 2 | -1256.47044 |
| 3 | -288.52757 |
| 4 | -2868.02021 |
| 5 | -1340.50460 |
| 6 | -1071.83783 |
| 7 | -303.78843 |
| 8 | -269.26511 |
| 9 | -2423.65572 |
| 10 | -4574.04956 |
| 11 | -327.05024 |
| 12 | -648.84290 |